Formula: C2H4INS
Source: the OMol25 dataset
Level of theory: wB97M-V/def2-TZVPD

Each line ends with the Löwdin charge.
Geometry (Å):
1 C -1.053714 1.119961 -0.520438  -1.239
2 C 0.710508 -1.112601 0.185240  -0.257
3 N -0.112362 -0.184846 0.799192  -0.107
4 S -2.210251 0.578296 -1.465124  0.614
5 I -0.232228 3.076348 -0.344495  0.725
6 H 0.577663 -1.086432 -0.912106  0.068
7 H 1.815353 -0.904495 0.415569  0.097
8 H 0.317542 -2.141950 0.553768  0.099
9 H 0.187488 0.655719 1.288395  0.000

Atomic forces in eV per Å
C 0.94 -2.24 1.18
C 1.57 -1.55 -0.11
N -4.26 4.41 -0.91
S 0.93 0.46 0.69
I -0.31 -0.73 0.05
H 0.15 -0.20 0.34
H -1.33 -0.76 -0.38
H 1.26 1.34 -0.74
H 1.04 -0.73 -0.11

Results
ΔE to the lowest compared entry with this formula, charge and spin, kJ/mol: 324.3
Multiplicity: 1
E_LUMO, eV: -0.648

=====

Formula: C2H4INS
Source: the OMol25 dataset
Level of theory: wB97M-V/def2-TZVPD

Each line ends with the Löwdin charge.
Geometry (Å):
1 C -0.059327 -0.694150 1.063126  -0.033
2 C -0.402331 0.132603 0.096430  -0.283
3 N -0.306655 0.953558 -0.835848  0.127
4 H -0.024498 -1.726040 0.594189  0.081
5 H -0.076917 -0.434185 2.121533  0.054
6 H -1.036829 1.265060 -1.464998  0.061
7 S 4.294328 -0.108785 -1.668316  -0.039
8 I 4.262663 0.341355 0.683046  0.267
9 H 2.973343 -0.507284 -1.706566  -0.234

Atomic forces in eV per Å
C -0.88 -1.13 -1.33
C 0.95 2.27 -1.45
N 0.14 -1.57 1.30
H 0.27 0.99 1.38
H -0.04 -0.35 -0.47
H -0.40 -0.23 0.55
S -0.97 -0.25 0.27
I 0.02 -0.03 -0.24
H 0.90 0.30 -0.02

Results
ΔE to the lowest compared entry with this formula, charge and spin, kJ/mol: 132.4
Multiplicity: 1
SMILES string: C=C=N.SI
E_LUMO, eV: -0.655

=====

Q: Among the records above, which one has the highest ΔE to the lowest compared entry with this formula, charge and spin?
A: number 1